# 1
9 unconnected molecules or ions with the total composition C11H32O13 at a distorted geometry. Source: the OMol25 dataset; level of theory: the ωB97M-V functional and the def2-TZVPD basis.

CARTESIAN COORDINATES (ANGSTROEM)
O (-2.1496, -0.2782, 1.7714)
H (-1.3176, 0.1441, 1.9850)
H (-2.4539, -0.6430, 2.6024)
O (4.8182, 1.3367, 0.0230)
H (5.3706, 1.8506, -0.5661)
H (4.4084, 1.9857, 0.5949)
O (0.5609, 2.2577, 3.9325)
H (0.7011, 1.4082, 4.3506)
H (1.3862, 2.4443, 3.4851)
O (3.3618, -1.3086, 0.5599)
H (3.8700, -2.0691, 0.2777)
H (3.9975, -0.5937, 0.5919)
C (0.3578, -2.6710, -0.5170)
C (-0.6558, -3.7900, -0.2069)
C (-2.0884, -3.2814, 0.1781)
O (-2.7706, -4.3496, -0.3654)
C (-2.1050, -5.0047, -1.3227)
O (-2.4370, -5.9432, -1.9834)
O (-0.8585, -4.5428, -1.3704)
H (0.6826, -2.1505, 0.3839)
H (-0.1551, -1.9510, -1.1547)
H (1.1977, -3.0256, -1.1144)
H (-0.3170, -4.4646, 0.5793)
H (-2.2781, -2.3763, -0.3991)
H (-2.1116, -3.1836, 1.2634)
C (-2.4191, -0.2128, -2.2387)
C (-3.2859, 0.9488, -2.6682)
C (-3.6898, 1.9292, -1.5966)
O (-3.6619, 3.2157, -2.2478)
C (-2.9563, 3.0737, -3.4131)
O (-2.6073, 3.9719, -4.1957)
O (-2.6381, 1.7718, -3.6236)
H (-1.5311, 0.1748, -1.7394)
H (-2.2456, -0.9927, -2.9801)
H (-2.9367, -0.6346, -1.3772)
H (-4.2048, 0.5377, -3.0861)
H (-2.8968, 1.8984, -0.8495)
H (-4.6811, 1.6092, -1.2755)
C (0.9176, 3.8627, -2.0933)
O (2.2853, 3.5433, -1.7412)
H (0.7597, 4.9185, -2.3131)
H (0.6225, 3.3396, -3.0029)
H (0.3128, 3.4739, -1.2740)
H (2.4404, 3.9637, -0.8922)
C (0.5978, 1.1315, 0.9106)
O (1.2130, 0.1877, 1.8325)
H (0.3212, 0.6027, -0.0015)
H (-0.1210, 1.8706, 1.2643)
H (1.4824, 1.6878, 0.6004)
H (1.8555, -0.3045, 1.3161)
C (3.2561, -1.0877, 3.9049)
O (2.2827, -0.2012, 4.2899)
H (3.9156, -0.6138, 3.1779)
H (3.9448, -1.4060, 4.6875)
H (2.8481, -2.0411, 3.5693)
H (1.8053, -0.0194, 3.4771)

Energy, eV: -38541.7703
Max |F|, hartree/bohr: 0.0820
Frontier orbital gap, eV: 10.2
2S+1: 1
Molar mass, g/mol: 372.4

# 2
A single C4H3NO3 molecule at a distorted geometry. Source: the OMol25 dataset; level of theory: the ωB97M-V functional and the def2-TZVPD basis.

CARTESIAN COORDINATES (ANGSTROEM)
C (1.0917, -0.4269, 0.0606)
C (1.2366, 1.0358, -0.1156)
C (0.0518, 1.7092, -0.1528)
C (-1.1634, -0.3368, 0.1423)
H (2.2613, 1.6692, -0.0438)
H (0.1667, 2.8519, -0.1614)
H (-1.9941, 1.3438, 0.3449)
N (-1.1231, 1.0202, 0.1759)
O (2.1718, -1.1449, -0.0990)
O (-2.1528, -1.0770, -0.3150)
O (-0.0031, -0.8900, 0.2919)

Energy, eV: -11826.7048
Max |F|, hartree/bohr: 0.2684
Relative energy (zero: lowest compared OMol25 entry of this formula, charge and spin), kJ/mol: 272.91
Frontier orbital gap, eV: 9.8
2S+1: 1
Molar mass, g/mol: 113.1

# 3
5 unconnected molecules or ions with the total composition C6H19NO4 at a distorted geometry. Source: the OMol25 dataset; level of theory: the ωB97M-V functional and the def2-TZVPD basis.

CARTESIAN COORDINATES (ANGSTROEM)
C (-1.4411, -1.6095, -0.8465)
N (-1.2856, -0.1846, -0.3862)
C (-0.0110, 0.3506, -0.6996)
C (0.8672, 0.7385, 0.2092)
C (0.7661, 0.4108, 1.7696)
C (1.5167, 0.6776, -2.6636)
C (0.3156, 0.5689, -2.1195)
H (-1.3105, -1.6343, -1.9750)
H (-2.4480, -2.1323, -0.3682)
H (-0.5636, -2.3153, -0.6244)
H (-1.9750, 0.3798, -1.0367)
H (1.7352, 1.2414, -0.0007)
H (-0.2085, -0.0920, 2.0398)
H (0.6091, 1.4855, 2.2709)
H (1.6526, -0.1386, 2.0952)
H (1.6806, 0.5893, -3.7668)
H (2.4042, 0.6500, -2.0192)
H (-0.6261, 0.3456, -2.7916)
H (-1.5224, 2.2798, -2.1052)
H (-2.1798, 3.4965, -1.5658)
O (-2.3774, 2.6481, -2.0749)
H (0.3560, -1.3878, 2.6643)
H (-0.3248, -2.5892, 3.2987)
O (0.2775, -2.3376, 2.6492)
H (-2.4951, 1.1401, 1.4288)
H (-2.0495, 0.4419, 2.6623)
O (-2.1335, 1.3445, 2.3115)
H (3.9814, -1.7713, 1.0922)
H (3.0214, -1.4697, 0.0714)
O (3.7680, -1.1267, 0.4805)

Energy, eV: -16206.8688
Max |F|, hartree/bohr: 0.0962
Relative energy (zero: lowest compared OMol25 entry of this formula, charge and spin), kJ/mol: 439.95
Frontier orbital gap, eV: 9.4
2S+1: 1
Molar mass, g/mol: 169.2

# 4
A molecular structure, C28H39BrCoIN7O2S2Si2 at a distorted geometry. Source: the OMol25 dataset; level of theory: the ωB97M-V functional and the def2-TZVPD basis.

CARTESIAN COORDINATES (ANGSTROEM)
Co (0.7973, 0.3450, 0.5266)
N (2.6006, 1.7775, 3.4377)
C (1.2877, 2.0268, 3.3224)
N (0.5530, 1.7116, 2.2672)
C (-0.7376, 2.2297, 2.3884)
C (-1.0145, 2.8696, 3.5330)
S (0.3926, 2.8934, 4.5360)
C (-1.6174, 2.0468, 1.2270)
C (-2.7736, 2.6704, 0.9461)
S (-3.4017, 2.0874, -0.5544)
C (-2.0427, 1.0411, -0.7124)
N (-1.1833, 1.1485, 0.2543)
N (-1.8687, 0.1307, -1.7153)
H (3.0398, 1.1389, 2.7302)
H (3.0547, 1.9475, 4.3178)
H (-1.9530, 3.3084, 3.8519)
H (-3.2916, 3.4269, 1.5195)
H (-2.6710, -0.0513, -2.2959)
H (-1.4203, -0.7339, -1.3504)
C (-0.6816, -2.1441, -3.2236)
Si (-0.4397, -3.0623, -1.6013)
C (-1.3324, -4.6949, -1.8815)
C (1.3837, -3.4655, -1.4124)
C (-0.9808, -2.1220, -0.1520)
C (-0.1795, -2.3914, 1.0798)
C (-0.1620, -3.6592, 1.7196)
C (0.5301, -3.8752, 2.8923)
C (1.2355, -2.8189, 3.4711)
C (1.2290, -1.6158, 2.8166)
N (0.5589, -1.4026, 1.6571)
Si (-2.7277, -1.9794, 0.2898)
C (-3.5728, -3.6183, 0.6669)
C (-2.8982, -0.9588, 1.8614)
C (-3.8039, -1.2463, -1.0816)
H (-0.3962, -2.7931, -4.0712)
H (-0.0650, -1.2348, -3.2863)
H (-1.7399, -1.8722, -3.3702)
H (-0.8407, -5.2954, -2.6657)
H (-2.3713, -4.5194, -2.1974)
H (-1.3581, -5.2969, -0.9625)
H (1.8325, -3.7925, -2.3638)
H (1.5361, -4.2648, -0.6753)
H (1.9261, -2.5810, -1.0540)
H (-0.7231, -4.4588, 1.2537)
H (0.5230, -4.8543, 3.3639)
H (1.7856, -2.9313, 4.3981)
H (1.7910, -0.7876, 3.2132)
H (-3.0524, -4.1663, 1.4654)
H (-3.5890, -4.2560, -0.2290)
H (-4.6154, -3.4629, 0.9929)
H (-2.8770, -1.6089, 2.7478)
H (-3.8398, -0.3888, 1.8868)
H (-2.0646, -0.2534, 1.9533)
H (-3.3467, -1.3913, -2.0729)
H (-3.9934, -0.1726, -0.9298)
H (-4.7817, -1.7510, -1.0933)
C (3.1608, -0.4235, -3.1018)
C (2.5418, -0.2367, -1.7576)
N (1.3308, 0.1203, -1.5840)
O (0.7280, 0.4661, -2.7558)
C (3.3687, -0.4221, -0.5454)
C (4.7117, -1.0609, -0.5801)
N (2.8917, 0.1197, 0.5263)
O (3.6382, 0.1162, 1.5883)
H (2.6269, 0.1410, -3.8559)
H (3.1181, -1.4840, -3.3695)
H (4.2095, -0.1205, -3.0842)
H (-0.1575, 0.7602, -2.4892)
H (4.7368, -1.8771, -1.3038)
H (4.9430, -1.4388, 0.4114)
H (5.4896, -0.3351, -0.8419)
Br (2.6886, 5.6063, -3.0409)
C (1.4391, 5.9861, -1.6757)
C (0.7523, 7.1928, -1.7551)
C (-0.1790, 7.5289, -0.7846)
C (-0.4317, 6.6589, 0.2667)
C (0.2511, 5.4544, 0.3475)
C (1.1917, 5.1145, -0.6193)
I (2.1551, 3.2855, -0.3917)
H (0.9549, 7.8623, -2.5828)
H (-0.7056, 8.4758, -0.8530)
H (-1.1597, 6.9153, 1.0299)
H (0.0563, 4.7676, 1.1671)

Energy, eV: -197390.4438
Max |F|, hartree/bohr: 0.0506
Relative energy (zero: lowest compared OMol25 entry of this formula, charge and spin), kJ/mol: 108.54
<S²>: 3.7596
Frontier orbital gap (alpha / beta), eV: 7.1 / 7.0
2S+1: 4
Molar mass, g/mol: 891.7